The following is a quantum chemistry calculation of 8 unconnected molecules or ions with the total composition C17H30Br14F4NO2S, from the Open Molecules 2025 dataset.

```
69
Properties=species:S:1:pos:R:3:lowdin_charge:R:1
C -0.6404 -4.6537 5.6837 0.0767
C -1.7393 -4.1885 5.5708 -0.1549
N -2.9902 -3.6616 5.6760 -0.0806
F -3.0251 -2.3278 5.3176 0.0924
S -4.1896 -4.6107 4.6113 0.8060
O -4.3758 -3.9031 3.4214 -0.1693
O -3.6111 -5.8809 4.4650 -0.1908
C -5.7745 -4.8272 5.5820 -0.7539
F -6.2830 -5.9667 5.3440 0.2668
F -6.5753 -3.8942 5.1956 0.2275
F -5.5264 -4.7185 6.8605 0.1966
H 0.2068 -5.2051 5.9954 0.0555
H -3.3152 -3.7665 6.6525 0.2039
Br 1.4952 -0.3012 2.3759 0.6270
C 2.6190 -1.8641 2.6378 -0.6639
C 1.8048 -3.0400 3.0977 -0.6772
Br 1.3211 -2.8778 4.9844 0.7757
H 3.4004 -1.5813 3.3367 0.0579
H 3.0637 -2.0705 1.6662 0.0626
H 2.3801 -3.9613 3.0272 0.0696
H 0.8726 -3.1544 2.5516 -0.0642
Br -1.1022 4.8116 -0.1596 0.6097
C 0.0078 3.2392 0.1217 -0.7342
C -0.8076 2.0567 0.5707 -0.6935
Br -1.2965 2.2088 2.4568 0.5822
H 0.7758 3.5166 0.8343 0.0046
H 0.4675 3.0398 -0.8449 0.0352
H -0.2245 1.1401 0.5002 0.0100
H -1.7294 1.9408 0.0095 0.0268
Br 3.3322 2.2122 0.5718 0.6513
C 4.4111 1.7165 -0.9697 -0.6937
C 3.6404 1.9456 -2.2405 -0.7231
Br 2.3000 0.5562 -2.5139 0.6228
H 4.7108 0.6819 -0.8324 0.0522
H 5.2891 2.3625 -0.9287 -0.0241
H 4.2948 1.8901 -3.1071 0.0485
H 3.1132 2.8953 -2.2516 0.0048
Br 1.3289 -4.4104 -0.7752 0.6357
C -0.0450 -5.7503 -0.4503 -0.6841
C -1.2890 -5.1270 0.1206 -0.6466
Br -1.0467 -4.6843 2.0032 0.7239
H 0.3918 -6.4996 0.2021 0.0524
H -0.2532 -6.1941 -1.4214 0.0643
H -2.1208 -5.8276 0.0928 0.0641
H -1.5745 -4.2092 -0.3833 0.0582
Br 6.0947 4.2832 -2.4434 0.7174
C 5.5496 5.9905 -1.6815 -0.6507
C 4.1575 5.9119 -1.1101 -0.6768
Br 2.8018 5.9317 -2.5071 0.6310
H 5.6496 6.7311 -2.4683 0.0537
H 6.2717 6.2002 -0.8951 0.0618
H 3.9488 6.7844 -0.4946 0.0621
H 3.9905 5.0108 -0.5261 0.0130
Br -2.1821 2.3153 -3.2765 0.6521
C -3.8977 2.6323 -2.4076 -0.6843
C -4.7020 3.6916 -3.1159 -0.6904
Br -4.0111 5.4643 -2.7280 0.6128
H -3.6796 2.8933 -1.3759 0.0322
H -4.4150 1.6752 -2.4388 0.0570
H -5.7279 3.6932 -2.7533 0.0586
H -4.7023 3.5800 -4.1954 0.0521
Br 1.1447 3.2242 -5.4976 0.5915
C -0.0317 1.9083 -6.3160 -0.6997
C 0.5294 0.5170 -6.1954 -0.7040
Br 1.9769 0.2144 -7.4602 0.6085
H -0.1836 2.2181 -7.3450 0.0527
H -0.9721 1.9875 -5.7733 -0.0162
H -0.2288 -0.2224 -6.4461 0.0584
H 0.9268 0.3075 -5.2071 -0.0033
```

- Lowest unoccupied orbital energy: -4.89 eV
- Net charge: +1
- F_max: 3.73 eV/Å
- E_HOMO: -11.04 eV
- Orbital gap: 6.2 eV